(1)
C30H31BF6N5OPPtS2Te as an isolated structure. Source: the OMol25 dataset; level of theory: wB97M-V/def2-TZVPD.

Cartesian coordinates (Å):
Pt 0.7029 -0.2076 -0.2072
C 0.2021 2.4268 -3.9536
N 1.4591 2.5612 -3.2389
C 2.1798 3.7265 -3.1240
C 3.2921 3.4211 -2.4215
N 3.2632 2.0796 -2.1130
B 4.5097 1.4726 -1.3252
N 4.5003 -0.0706 -1.4046
C 5.0661 -0.7964 -2.4274
C 4.7718 -2.1007 -2.2368
N 4.0186 -2.1665 -1.0837
C 3.4307 -3.3621 -0.5132
C 3.8647 -0.9211 -0.5875
S 2.9565 -0.5552 0.8229
C 2.1310 1.5645 -2.6098
S 1.5177 -0.0572 -2.5358
H -0.2859 3.3966 -3.9823
H -0.4397 1.7323 -3.4212
H 0.3759 2.0705 -4.9690
H 1.8356 4.6524 -3.5484
H 4.1161 4.0398 -2.1150
H 5.4904 1.8641 -1.9123
H 4.4612 1.8450 -0.1852
H 5.6289 -0.3136 -3.2054
H 5.0244 -2.9787 -2.8030
H 3.6558 -4.2004 -1.1681
H 2.3511 -3.2424 -0.4267
H 3.8365 -3.5506 0.4795
N -1.5745 -0.2764 -1.0683
C -2.5736 -0.5557 -0.0685
C -3.9192 -0.3629 -0.3636
C -4.8877 -0.5848 0.5986
C -4.5216 -0.9956 1.8740
C -3.1853 -1.1877 2.1751
C -2.1997 -0.9733 1.2121
P -0.4316 -1.2402 1.5271
C -0.2324 -3.0477 1.4861
C 0.9247 -3.6116 2.0268
C 1.1526 -4.9738 1.9203
C 0.2380 -5.7864 1.2614
C -0.9082 -5.2304 0.7130
C -1.1441 -3.8668 0.8240
C -0.0895 -0.8367 3.2627
C 0.6697 0.2911 3.5577
C 0.9542 0.6214 4.8759
C 0.4899 -0.1799 5.9062
C -0.2473 -1.3230 5.6200
C -0.5288 -1.6548 4.3059
H -1.7407 0.6719 -1.4370
H -1.5932 -0.9490 -1.8265
H -4.1941 -0.0074 -1.3489
H -5.9295 -0.4183 0.3579
H -5.2747 -1.1557 2.6341
H -2.9046 -1.4925 3.1744
H 1.6516 -2.9791 2.5229
H 2.0487 -5.4026 2.3511
H 0.4183 -6.8504 1.1784
H -1.6260 -5.8585 0.2014
H -2.0471 -3.4427 0.4017
H 1.0585 0.9028 2.7528
H 1.5492 1.4990 5.0917
H 0.7136 0.0747 6.9341
H -0.5938 -1.9611 6.4226
H -1.0710 -2.5673 4.0882
Te 0.2086 2.3402 0.2609
C -2.0037 4.6484 -1.6093
C -2.7152 3.3206 -1.3164
O -1.8681 2.2668 -1.1585
C -3.5721 3.5159 -0.0341
F -2.7666 3.5979 1.0401
F -4.4205 2.5017 0.1916
F -4.3052 4.6452 -0.0481
C -3.6536 2.9952 -2.5055
F -2.9632 3.0178 -3.6625
F -4.2006 1.7736 -2.4150
F -4.6640 3.8724 -2.6429
H -1.4102 4.9301 -0.7402
H -2.7015 5.4533 -1.8354
H -1.3313 4.5020 -2.4536

Spin multiplicity   5
Gap between HOMO and LUMO (spin up / spin down)   6.40 / 6.29 eV
Relative energy (zero: lowest compared OMol25 entry of this formula, charge and spin)   0.2757 eV

=====

(2)
C30H31Cl5N5O4PtS as an isolated structure. Source: the OMol25 dataset; level of theory: wB97M-V/def2-TZVPD.

Cartesian coordinates (Å):
Pt 0.0945 0.2802 -0.0597
N -1.4698 -0.4571 -1.7835
C -1.2062 -1.8427 -2.1707
C -0.7210 -2.6305 -0.9696
O -0.9543 -3.8167 -0.8574
N -0.0150 -1.8666 -0.0556
C 0.2098 -2.4049 1.1776
C -1.0101 -1.6807 2.2772
O -1.1597 -2.4256 3.2124
O -1.4152 -0.6001 1.8694
H -2.2844 -0.4075 -1.1809
H -1.6321 0.1424 -2.5827
H -0.4243 -1.8504 -2.9284
H -2.0672 -2.3685 -2.5824
H 1.1049 -2.0230 1.6661
H 0.0743 -3.4779 1.2656
Cl 3.0213 -0.5450 -8.3351
C 3.8501 0.1055 -6.9333
C 3.3204 1.2781 -6.2754
C 3.9824 1.7555 -5.1689
C 5.1367 1.1610 -4.6296
C 5.7616 1.6141 -3.3535
C 5.4458 0.6903 -2.1581
N 4.0452 0.2803 -2.0638
C 3.4157 -0.5868 -2.9188
C 2.1455 -0.7050 -2.4520
N 1.9854 0.0850 -1.3294
C 3.1528 0.6560 -1.1346
O 5.4912 2.9800 -3.0280
C 4.3426 3.1989 -2.2368
C 3.9811 4.6490 -2.3258
C 2.7232 5.1427 -2.2233
Cl 1.2848 4.2355 -1.9816
S 2.6643 6.8518 -2.3167
C 4.3638 6.9347 -2.5038
C 4.9336 5.7063 -2.4883
C 5.6359 -0.0075 -5.3400
Cl 7.1477 -0.7737 -4.8256
C 4.9989 -0.5022 -6.4597
H 2.4381 1.7722 -6.6573
H 3.5872 2.6476 -4.6935
H 6.8526 1.5553 -3.4280
H 5.7441 1.1371 -1.2065
H 6.0401 -0.2114 -2.3037
H 3.9174 -1.0198 -3.7705
H 1.3512 -1.3065 -2.8500
H 3.3974 1.3366 -0.3460
H 4.5541 2.9539 -1.1867
H 3.4918 2.5858 -2.5461
H 4.8436 7.8924 -2.6308
H 5.9910 5.5249 -2.6148
H 5.4086 -1.3638 -6.9728
Cl -1.5460 2.6356 -0.6129
C -1.5245 2.9490 1.1075
C -2.5153 3.7553 1.6162
C -2.5683 4.0022 2.9807
C -1.6546 3.3678 3.8009
C -0.6737 2.5510 3.2688
Cl 0.2558 1.6273 4.4222
C -0.4831 2.3751 1.8828
N 0.5814 1.7451 1.2788
H -3.2376 4.1910 0.9391
H -3.3321 4.6441 3.3970
H -1.7125 3.4695 4.8764
C 1.9072 4.4877 1.7383
C 2.6049 3.2124 1.2763
C 4.0718 3.2327 1.7063
C 1.9207 1.9509 1.8180
H 2.4646 5.3691 1.4111
H 1.8372 4.5144 2.8307
H 0.8966 4.5669 1.3332
H 2.5372 3.1855 0.1820
H 4.1494 3.3647 2.7902
H 4.6114 4.0564 1.2337
H 4.5919 2.3020 1.4571
H 2.5202 1.0778 1.5656
H 1.9288 2.0158 2.9064

Spin multiplicity   5
Charge   -1
Gap between HOMO and LUMO (spin up / spin down)   3.06 / 5.01 eV
Relative energy (zero: lowest compared OMol25 entry of this formula, charge and spin)   1.6258 eV

=====

(3)
C30H31F8N5O4P2S2Ti as an isolated structure. Source: the OMol25 dataset; level of theory: wB97M-V/def2-TZVPD.

Cartesian coordinates (Å):
Ti -0.8256 -0.3957 -0.0509
C -0.5866 -1.5955 3.7646
P -0.7444 -0.1116 2.6938
C -1.7457 0.9617 3.8116
C 0.8719 0.7384 2.9942
C 2.0542 0.2851 2.1208
P 1.6366 -0.8063 0.6859
C 2.2025 -2.4450 1.2934
C 3.0829 -0.4991 -0.4098
H -0.5346 -1.3193 4.8175
H 0.3101 -2.1497 3.4909
H -1.4370 -2.2578 3.5988
H -1.2897 0.9788 4.8015
H -2.7648 0.5809 3.8917
H -1.7812 1.9780 3.4196
H 1.1118 0.6466 4.0552
H 0.6679 1.7937 2.7961
H 2.8207 -0.2036 2.7257
H 2.4965 1.1707 1.6798
H 3.1456 -2.3173 1.8260
H 2.3646 -3.0909 0.4312
H 1.4833 -2.9444 1.9336
H 4.0088 -0.6701 0.1410
H 3.0873 0.5188 -0.8015
H 3.0285 -1.1946 -1.2481
F 0.9238 0.7086 -5.1250
C -0.1030 0.5778 -4.2567
C 0.1667 0.4541 -2.9113
C -0.8768 0.2942 -1.9964
C -2.2017 0.3161 -2.4873
C -2.4195 0.4085 -3.8621
F -3.6704 0.3570 -4.3690
C -1.3899 0.5386 -4.7666
C -3.2408 0.1343 -1.4797
C -4.6080 0.3347 -1.6641
C -5.4983 0.0783 -0.6391
C -5.0018 -0.4024 0.5743
C -3.6478 -0.5623 0.7192
N -2.7523 -0.2805 -0.2639
H 1.2089 0.4462 -2.6034
H -1.5858 0.5949 -5.8274
H -4.9715 0.6832 -2.6172
H -6.5593 0.2355 -0.7767
H -5.6687 -0.6509 1.3884
H -3.2301 -0.9656 1.6333
C -1.7919 3.7198 0.5146
C -1.6936 2.3556 0.6941
N -0.6181 1.6414 0.2945
C 0.4107 2.3330 -0.2389
C 0.3607 3.6933 -0.5492
C -0.7897 4.3906 -0.1490
C 1.2728 4.3647 -1.4696
C 2.5789 4.2451 -1.7684
C 3.7240 3.7190 -1.0470
C 4.9536 3.6389 -1.7184
C 6.0691 3.2856 -0.9946
N 6.0230 3.0827 0.3232
C 4.8218 3.1918 0.8699
N 3.6690 3.4477 0.2641
H -2.6836 4.2310 0.8514
H -2.4994 1.7969 1.1486
H 1.2667 1.7524 -0.5545
H -0.8807 5.4447 -0.3785
H 0.7468 5.0758 -2.0998
H 2.8808 4.7529 -2.6783
H 5.0119 3.8498 -2.7776
H 7.0412 3.1726 -1.4605
H 4.7790 3.0476 1.9452
F -2.6230 -2.6916 -2.1299
C -2.3957 -3.5224 -1.1106
F -2.4538 -4.7558 -1.5732
F -3.3438 -3.3480 -0.1993
S -0.7052 -3.0814 -0.3754
O -0.1469 -2.1270 -1.3076
O -1.0411 -2.4480 0.8930
N 0.1454 -4.3708 -0.3100
S -0.2752 -5.3608 0.8974
O 0.4955 -5.1595 2.0834
O -1.6997 -5.4566 1.0053
C 0.3475 -6.9328 0.1345
F -0.2575 -7.1296 -1.0349
F 0.0996 -7.9649 0.9320
F 1.6638 -6.8362 -0.0584

Gap between HOMO and LUMO (spin up / spin down)   4.50 / 4.53 eV

=====

| no. | calculated total energy (eV) | F_max (eV/Å) |
| --- | --- | --- |
| 1 | -99595.1496 | 0.6 |
| 2 | -123945.5552 | 0.8 |
| 3 | -132355.5837 | 2.3 |